ORCA calculation (ωB97M-V/def2-TZVPD) on a gas-phase ion, C3H7NO3P (charge +1) at a distorted geometry.

```
15
Properties=species:S:1:pos:R:3:lowdin_spin:R:1
C -0.2474 0.5898 -1.2402 0.051
C -1.0711 0.2501 0.9220 0.045
C 1.7513 0.3174 0.6800 0.893
N -0.2580 -0.3136 -0.1307 0.538
O 1.2036 3.2724 1.0730 0.105
O 0.2352 1.8614 -0.7972 0.068
O -0.3760 1.3011 1.6008 0.062
P 0.7095 1.9694 0.7329 0.100
H 0.3805 0.2473 -2.1027 0.009
H -1.1985 0.7862 -1.6044 0.029
H -1.8799 0.7246 0.2832 0.031
H -1.2350 -0.4941 1.7999 -0.001
H 1.5562 -0.5094 1.4976 0.019
H 2.6854 0.0739 0.0594 0.044
H -0.3615 -1.3419 -0.4088 0.006
```

Output
Total charge ... +1
DFT total energy ... -739.90887 a.u.
ΔE to the lowest compared entry with this formula, charge and spin ... 0.0 kcal per mole
Multiplicity ... 3
HOMO-LUMO gap (spin up / spin down) ... 9.8 / 6.2 eV